The following is a DFT calculation (the ωB97M-V functional and the def2-TZVPD basis) of a molecular structure, C28H57In2N3O6.

Positions of all 96 atoms, in Å:
In: -15.154755 -21.044413 -12.220385
In: -13.842163 -21.630156 -7.220883
C: -15.483193 -19.270827 -9.351742
O: -14.794282 -19.094908 -8.295571
O: -15.341652 -18.713973 -10.493697
O: -15.995080 -20.442602 -9.461104
C: -15.883668 -19.108276 -3.584576
C: -15.444199 -17.783653 -4.275651
C: -15.464681 -16.767623 -3.141225
C: -14.805327 -15.406574 -3.393717
C: -13.363468 -15.748074 -3.739572
C: -13.145935 -16.772841 -4.881878
N: -14.075310 -17.918029 -4.689456
O: -13.909484 -18.835688 -5.725599
C: -13.339793 -16.047319 -6.225548
C: -11.718309 -17.349231 -4.716326
C: -16.432187 -17.485574 -5.441248
H: -15.265938 -19.473663 -2.768362
H: -15.854208 -19.924754 -4.316535
H: -16.941683 -19.080730 -3.328671
H: -16.505609 -16.606375 -2.847508
H: -15.054965 -17.214471 -2.232993
H: -14.882991 -14.780265 -2.508955
H: -15.318971 -14.893273 -4.210778
H: -12.842040 -16.098768 -2.846124
H: -12.795129 -14.855359 -4.014015
H: -12.746386 -15.140383 -6.319133
H: -13.346421 -16.668188 -7.123754
H: -14.351437 -15.626903 -6.247274
H: -11.377218 -17.823416 -5.638450
H: -11.018529 -16.553405 -4.463982
H: -11.603243 -18.110974 -3.945321
H: -16.085894 -16.613881 -5.997533
H: -17.397338 -17.163444 -5.055052
H: -16.452576 -18.365447 -6.079026
H: -14.110339 -18.299152 -6.534194
C: -19.155834 -21.979595 -11.195601
C: -19.624859 -20.930849 -12.228099
C: -20.103129 -19.775299 -11.346802
C: -20.486385 -18.542018 -12.162865
C: -19.269645 -18.147028 -13.019138
C: -18.681375 -19.296958 -13.875708
N: -18.497366 -20.508312 -13.053351
O: -17.935759 -21.570562 -13.785329
C: -19.536350 -19.507885 -15.169534
C: -17.324826 -18.761390 -14.364576
C: -20.790347 -21.514417 -13.063609
H: -19.981907 -22.309906 -10.572618
H: -18.776423 -22.856854 -11.731078
H: -18.291567 -21.700328 -10.588393
H: -20.906919 -20.060288 -10.671232
H: -19.251967 -19.492487 -10.720299
H: -21.376446 -18.538279 -12.793951
H: -20.714772 -17.757068 -11.437717
H: -18.495623 -17.820725 -12.319696
H: -19.563548 -17.349385 -13.700706
H: -20.589156 -19.694259 -14.978054
H: -19.141561 -20.335746 -15.759131
H: -19.490858 -18.589380 -15.750619
H: -17.494079 -18.020174 -15.142785
H: -16.594158 -19.469838 -14.764114
H: -16.825307 -18.286108 -13.515047
H: -21.463387 -20.749375 -13.438102
H: -20.486083 -22.220245 -13.835954
H: -21.399340 -22.107733 -12.378065
H: -18.604686 -21.762831 -14.469269
C: -15.850936 -15.136198 -12.765704
C: -14.558883 -15.498364 -13.519173
C: -13.721984 -14.233494 -13.730123
C: -13.002405 -13.772495 -12.473935
C: -11.945227 -14.849569 -12.281656
C: -12.500416 -16.299941 -12.112660
N: -13.783239 -16.502119 -12.835967
O: -14.289045 -17.736886 -12.729218
C: -11.496154 -17.273453 -12.780799
C: -12.743809 -16.523799 -10.626125
C: -14.968652 -16.070004 -14.929085
H: -16.199400 -16.012558 -12.206347
H: -16.676371 -14.958641 -13.453190
H: -15.768596 -14.308020 -12.065181
H: -13.041741 -14.307465 -14.578314
H: -14.458453 -13.458196 -13.958370
H: -13.690685 -13.640848 -11.637391
H: -12.579773 -12.806039 -12.743523
H: -11.428594 -14.610821 -11.350313
H: -11.195064 -14.697488 -13.056501
H: -11.091126 -16.993601 -13.748705
H: -10.664786 -17.425203 -12.084754
H: -11.853725 -18.305485 -12.815715
H: -12.806276 -17.575473 -10.332381
H: -11.986630 -16.105412 -9.968714
H: -13.720828 -16.135064 -10.326853
H: -15.624967 -16.927609 -14.775290
H: -14.131759 -16.487879 -15.486076
H: -15.545600 -15.310782 -15.450681
H: -14.699160 -17.807273 -11.804588

Forces on the atoms, in the same order (eV/Å):
In -0.61 0.10 0.27
In -0.28 0.15 -0.10
C 2.28 -3.05 -2.00
O -0.42 0.94 0.87
O -0.21 1.85 -0.32
O -0.71 0.04 0.84
C -0.50 -1.78 -1.21
C 0.37 -0.15 3.16
C -1.08 1.08 0.82
C 0.16 -1.24 -0.67
C 0.50 0.65 0.14
C 0.83 0.30 2.40
N -0.55 0.61 -4.23
O -0.55 0.96 1.39
C -1.97 -0.02 -0.60
C 0.62 -0.33 -0.59
C 0.75 0.33 -0.80
H 0.03 0.66 0.25
H 0.12 0.15 -0.17
H 0.13 0.49 0.37
H -0.11 -0.17 -0.28
H 0.33 -0.06 -0.14
H 0.13 -0.02 0.01
H 0.06 0.09 0.00
H -0.15 -0.21 0.04
H -0.03 -0.04 -0.15
H 0.74 -0.50 0.16
H 0.75 -0.05 0.01
H 0.00 -0.02 0.27
H -0.05 0.13 -0.08
H -0.16 0.15 -0.10
H -0.43 0.16 0.21
H 0.15 -0.17 -0.13
H -0.02 -0.58 0.42
H -0.42 0.10 -0.11
H 0.13 -0.50 -0.65
C 0.82 -1.27 -1.18
C -0.24 -0.58 1.95
C -0.17 0.90 -1.04
C 0.44 0.60 0.10
C -0.70 -0.62 0.50
C 0.24 0.76 -0.28
N -0.38 0.51 -0.83
O -0.27 0.62 0.33
C -0.19 -0.37 0.38
C 0.69 -0.13 0.36
C -0.35 -0.38 0.51
H 0.00 0.16 0.06
H -0.35 -0.17 0.02
H -0.27 0.68 0.14
H -0.02 -0.39 -0.18
H -0.02 0.04 0.11
H -0.10 -0.80 0.12
H 0.20 0.23 -0.17
H 0.12 0.22 -0.18
H 0.33 0.16 0.03
H 0.05 -0.05 0.18
H 0.02 0.14 -0.21
H 0.17 -0.07 -0.08
H -0.03 0.08 0.08
H -0.45 -0.38 -0.18
H -0.02 0.14 0.02
H 0.21 0.05 -0.25
H 0.07 0.17 -0.15
H 0.09 0.00 0.05
H 0.28 -0.35 -0.12
C -1.44 -1.41 1.04
C 1.73 0.60 -1.37
C -1.27 0.82 0.33
C 0.06 -0.79 -1.18
C 0.05 1.03 1.23
C 1.00 1.50 -1.53
N -0.48 -0.37 0.89
O -0.06 2.09 -0.13
C 0.56 -1.52 0.89
C -1.14 -1.51 1.05
C -0.62 -1.43 0.16
H 0.01 0.10 0.13
H 0.36 0.27 -0.33
H 0.48 0.05 -0.16
H 0.03 -0.15 0.02
H -0.01 -0.16 -0.48
H 0.08 -0.06 0.08
H 0.31 -0.03 0.49
H 0.24 -0.34 -0.07
H -0.12 -0.63 -0.23
H -0.29 0.35 0.01
H 0.15 0.71 -0.03
H -0.51 0.19 -0.29
H 0.08 -0.12 -0.38
H 0.22 0.33 -0.52
H 0.12 0.37 -0.01
H -0.11 0.18 0.15
H 0.25 0.63 -0.08
H 0.40 0.23 -0.07
H -0.05 -0.88 0.95

Calculated values
LUMO level = -15.7 eV
Multiplicity = 1
E = -2095.16014 Ha
Net charge = +4
Orbital gap = 2.0 eV

Löwdin analysis output, partial charges in e: In 1.124; In 1.130; C -0.867; O -0.103; O -0.133; O -0.094; C 0.027; C -0.447; C -0.125; C -0.120; C -0.122; C -0.428; N 0.115; O -0.049; C 0.023; C 0.017; C 0.064; H 0.112; H 0.084; H 0.120; H 0.146; H 0.143; H 0.140; H 0.121; H 0.142; H 0.141; H 0.124; H 0.079; H 0.082; H 0.091; H 0.114; H 0.108; H 0.084; H 0.127; H 0.091; H 0.081; C -0.016; C -0.486; C -0.123; C -0.151; C -0.116; C -0.457; N -0.020; O -0.057; C 0.026; C -0.053; C 0.028; H 0.105; H 0.092; H 0.070; H 0.142; H 0.123; H 0.122; H 0.124; H 0.109; H 0.135; H 0.085; H 0.099; H 0.104; H 0.095; H 0.085; H 0.049; H 0.085; H 0.101; H 0.111; H 0.112; C 0.055; C -0.414; C -0.121; C -0.135; C -0.107; C -0.393; N 0.111; O 0.046; C 0.040; C 0.010; C 0.064; H 0.089; H 0.119; H 0.109; H 0.149; H 0.148; H 0.123; H 0.144; H 0.130; H 0.142; H 0.111; H 0.121; H 0.091; H 0.090; H 0.113; H 0.104; H 0.054; H 0.115; H 0.126; H 0.102

---

The following is a DFT calculation (the ωB97M-V functional and the def2-TZVPD basis) of 2 unconnected molecules or ions with the total composition C5H13NO.

Positions of all 20 atoms, in Å:
C: -0.645574 1.098835 -2.298310
C: 0.081050 1.456392 -1.095034
C: 0.329100 0.466148 -0.171154
C: 0.158686 -0.993190 -0.259539
N: 0.741675 0.935186 1.105524
C: -0.159691 1.833891 1.777103
H: -0.222827 0.140446 -2.719158
H: -1.690165 1.099645 -2.199492
H: -0.275525 1.753364 -3.092813
H: 0.367655 2.532747 -1.050274
H: 0.012503 -1.485830 0.730621
H: 1.116010 -1.369410 -0.615063
H: -0.723755 -1.239524 -0.875904
H: 0.880111 0.136650 1.751727
H: 0.462501 2.563600 2.467955
H: -0.608586 2.595648 1.100831
H: -1.090126 1.261964 2.147411
O: 0.011237 -4.258094 1.275432
H: 0.663877 -3.554695 1.032258
H: 0.591843 -4.973773 0.987878

Forces on the atoms, in the same order (eV/Å):
C 2.70 -1.01 -2.78
C 0.56 -1.60 1.61
C -0.23 4.01 0.66
C -0.57 -0.74 0.04
N 0.66 -1.33 0.68
C -0.64 2.18 0.63
H -1.05 0.40 0.59
H -1.48 -0.06 -0.17
H -0.81 0.39 -0.15
H -0.16 -1.14 0.88
H -0.13 0.68 -0.54
H -0.18 -0.55 -0.59
H 0.80 -0.28 0.00
H 0.15 0.79 -0.75
H -1.59 -1.99 -0.48
H 0.49 -0.77 -0.02
H 1.45 1.06 0.41
O 1.77 0.82 -0.70
H -1.20 -0.11 0.50
H -0.55 -0.74 0.20

Calculated values
LUMO level = 0.7 eV
Multiplicity = 1
E = -328.22144 Ha
ΔE to the lowest compared entry with this formula, charge and spin = 255.7 kJ/mol
Orbital gap = 8.4 eV

Löwdin analysis output, partial charges in e: C -0.144; C -0.147; C -0.367; C -0.047; N -0.107; C -0.160; H 0.092; H 0.059; H 0.071; H 0.120; H 0.074; H 0.091; H 0.094; H 0.109; H 0.111; H 0.060; H 0.101; O -0.076; H 0.031; H 0.034

---

The following is a DFT calculation (the ωB97M-V functional and the def2-TZVPD basis) of 2 unconnected molecules or ions with the total composition O3S2.

Positions of all 5 atoms, in Å:
O: 1.328558 1.256700 2.518858
O: -0.269104 -0.716023 -2.749504
O: -1.601170 -2.185830 -1.342319
S: 1.239204 2.682325 2.960999
S: -0.697489 -1.037173 -1.388034

Forces on the atoms, in the same order (eV/Å):
O -0.07 0.85 0.25
O -0.16 0.15 2.09
O 1.15 1.58 0.69
S 0.06 -0.86 -0.26
S -0.98 -1.72 -2.77

Calculated values
LUMO level = -1.9 eV
Multiplicity = 1
E = -1022.01260 Ha
ΔE to the lowest compared entry with this formula, charge and spin = 31.3 kJ/mol
Orbital gap = 7.8 eV

Löwdin analysis output, partial charges in e: O -0.705; O -0.453; O -0.452; S 0.705; S 0.905